{"formula": "C35H30Cl4FeN9O3Si", "method": "ωB97M-V with the def2-TZVPD basis set", "species": ["Fe", "Cl", "C", "C", "Cl", "C", "Cl", "C", "O", "C", "O", "C", "Cl", "C", "N", "C", "N", "C", "N", "C", "C", "C", "C", "C", "C", "C", "N", "N", "C", "O", "C", "C", "C", "C", "C", "C", "N", "C", "N", "C", "N", "C", "H", "H", "H", "H", "H", "H", "H", "H", "H", "H", "H", "H", "H", "H", "H", "H", "C", "Si", "C", "C", "N", "C", "C", "C", "C", "C", "C", "H", "H", "H", "H", "H", "H", "H", "H", "H", "H", "H", "H", "H", "H"], "positions_angstrom": [[-0.397605, 0.115219, 0.147981], [-6.197042, 2.476693, -2.442302], [-4.976902, 1.962614, -1.356913], [-5.185792, 2.124003, 0.056256], [-6.659723, 2.801707, 0.603135], [-4.229935, 1.733256, 0.956260], [-4.471778, 1.865963, 2.653692], [-2.994378, 1.185127, 0.508028], [-2.056005, 0.800223, 1.269187], [-2.801966, 0.989057, -0.920687], [-1.709414, 0.475439, -1.290007], [-3.825457, 1.397074, -1.828613], [-3.530420, 1.163176, -3.500504], [-3.707510, -3.650163, 1.966751], [-2.639475, -3.204346, 1.089193], [-2.381760, -1.954764, 0.739423], [-1.207833, -1.880724, 0.129494], [-0.808960, -3.184824, 0.101886], [-1.637448, -4.015547, 0.684679], [-3.345039, -3.439319, 3.420638], [-3.323388, -4.523951, 4.283503], [-2.989139, -4.355096, 5.621557], [-2.665618, -3.101688, 6.100373], [-2.679431, -2.004662, 5.236983], [-3.020393, -2.171709, 3.901942], [-2.342931, -0.695117, 5.801789], [-2.239031, -0.416836, 7.053607], [-1.904412, 0.922044, 7.132070], [-1.830594, 1.355202, 5.921648], [-2.098797, 0.383390, 5.009980], [-1.472763, 2.721330, 5.525414], [-1.235126, 3.626132, 6.556729], [-0.848621, 4.919067, 6.258603], [-0.681574, 5.302244, 4.939148], [-0.927696, 4.410991, 3.899604], [-0.728301, 4.955646, 2.500233], [-0.595610, 3.951737, 1.463266], [0.062871, 2.798010, 1.481505], [-0.026713, 2.212167, 0.303978], [-0.728692, 3.110402, -0.440706], [-1.101561, 4.175389, 0.225665], [-1.337507, 3.113323, 4.193384], [-3.879889, -4.703701, 1.763219], [-4.601067, -3.086526, 1.695905], [-3.058111, -1.151855, 0.949086], [0.096163, -3.512056, -0.374813], [-3.568783, -5.510363, 3.909172], [-2.972375, -5.208501, 6.285830], [-2.394046, -2.948571, 7.135471], [-3.028076, -1.304430, 3.250501], [-1.346543, 3.295230, 7.579611], [-0.661868, 5.625664, 7.055940], [-0.353653, 6.309720, 4.709701], [0.164177, 5.583764, 2.496661], [-1.569758, 5.576532, 2.194974], [0.552439, 2.400781, 2.352329], [-0.957215, 2.964003, -1.482236], [-1.546786, 2.398415, 3.406446], [4.098419, -0.476232, 1.716225], [2.274895, -0.767812, 1.401001], [2.060297, -2.627015, 1.546392], [1.337591, -0.050776, 2.883955], [1.564120, -0.157625, -0.055222], [2.142771, 0.600034, -1.070525], [3.474774, 1.055448, -1.056281], [3.999560, 1.813931, -2.090760], [3.234062, 2.147505, -3.197839], [1.928533, 1.680097, -3.252230], [1.399688, 0.921937, -2.222064], [4.367902, -0.988682, 2.643616], [4.360861, 0.576262, 1.831191], [4.712591, -0.896861, 0.917454], [2.757660, -3.037365, 2.280715], [2.254971, -3.117261, 0.591319], [1.055620, -2.889302, 1.878620], [1.520229, -0.627818, 3.794739], [0.252144, -0.058995, 2.716111], [1.644245, 0.979463, 3.082228], [4.106555, 0.818847, -0.218148], [5.029166, 2.146821, -2.027875], [3.648219, 2.738072, -4.004128], [1.312548, 1.900737, -4.116702], [0.392939, 0.535509, -2.313339]], "atomic_forces_ev_per_a": [[-0.4089, 0.7505, 0.2042], [-0.0172, 0.0056, -0.0377], [-0.0271, 0.0118, 0.1774], [0.0159, -0.0223, -0.1756], [-0.0228, 0.0060, 0.0296], [0.0990, 0.0016, 0.0580], [0.0602, 0.0100, 0.0426], [-0.1097, -0.0023, -0.0795], [0.1122, -0.3051, -0.0671], [-0.0120, 0.0424, 0.0322], [0.1338, -0.1059, -0.1204], [0.0822, -0.0284, -0.0207], [0.0018, 0.0125, 0.0008], [0.0730, 0.0501, 0.0722], [-0.0707, -0.1197, -0.1869], [0.0462, -0.0620, 0.0091], [0.0601, 0.4139, 0.4278], [0.2116, 0.1288, -0.1312], [-0.0371, 0.0066, 0.0015], [0.0104, -0.0193, 0.0137], [-0.0286, 0.0006, 0.0127], [0.0013, 0.0084, -0.0025], [0.0140, 0.0033, -0.0033], [0.0124, 0.0371, 0.0109], [-0.0068, -0.0076, 0.0069], [-0.0202, -0.0508, -0.0582], [0.0057, 0.0736, 0.0216], [-0.0071, -0.0759, 0.0190], [0.0067, 0.0527, -0.0520], [-0.0061, 0.0024, 0.0287], [-0.0128, -0.0315, -0.0256], [-0.0040, -0.0019, 0.0052], [-0.0027, 0.0022, 0.0117], [0.0012, 0.0023, -0.0010], [0.0325, -0.0319, -0.0192], [-0.0097, -0.0303, 0.0319], [0.0818, 0.0902, -0.1066], [0.0067, -0.1155, 0.0756], [-0.2344, -0.3268, -0.2713], [0.0385, 0.0640, 0.0554], [0.0760, 0.0072, 0.0250], [-0.0209, 0.0080, 0.0441], [-0.0212, 0.0095, -0.0388], [-0.0263, -0.0290, 0.0165], [0.0077, 0.0824, 0.0538], [0.0937, 0.0210, 0.0381], [0.0171, -0.0010, -0.0082], [0.0008, 0.0012, 0.0026], [-0.0105, -0.0097, 0.0034], [0.0061, -0.0029, 0.0078], [0.0008, 0.0100, -0.0001], [0.0074, -0.0012, 0.0008], [0.0008, -0.0008, -0.0032], [-0.0274, 0.0424, -0.0407], [-0.0220, -0.0107, 0.0258], [-0.0519, 0.0015, -0.0276], [-0.0017, -0.0186, -0.0165], [-0.0424, -0.0042, 0.0154], [0.0930, 0.0789, 0.0071], [-0.1684, -0.0975, -0.2082], [-0.0204, -0.0350, -0.0025], [-0.0102, -0.0166, -0.0106], [-0.0298, -0.2226, -0.0516], [0.2111, -0.1769, 0.0208], [-0.1005, 0.0878, 0.0204], [-0.0001, -0.0072, 0.0001], [0.0124, 0.0091, -0.0279], [0.0046, 0.0203, -0.0053], [-0.0325, -0.0871, 0.0328], [-0.0403, -0.0071, 0.0130], [0.0112, 0.0050, 0.0123], [0.0181, -0.0081, 0.0302], [0.0083, 0.0297, 0.0148], [0.0034, -0.0499, -0.0070], [-0.0373, -0.0694, -0.0223], [0.0302, -0.0192, -0.0196], [-0.0298, 0.0304, 0.0540], [0.0341, -0.0619, 0.0557], [0.0430, 0.0530, -0.0132], [0.0024, -0.0043, 0.0143], [-0.0011, 0.0059, 0.0040], [-0.0160, -0.0203, 0.0083], [-0.0408, 0.0184, -0.0076]], "total_charge": 0, "lumo_energy_ev": [-0.24, -2.27], "multiplicity": 2, "gap_ev": [6.5344, 4.4735]}

=====

{"formula": "C35H30Cl4GeIMoN4O9", "method": "ωB97M-V with the def2-TZVPD basis set", "species": ["Mo", "Cl", "C", "C", "Cl", "C", "Cl", "C", "O", "C", "O", "C", "Cl", "N", "C", "C", "C", "O", "O", "H", "H", "H", "H", "H", "H", "C", "C", "N", "C", "C", "N", "C", "O", "O", "C", "O", "O", "H", "H", "H", "H", "H", "C", "C", "C", "C", "C", "C", "Ge", "C", "C", "C", "C", "C", "C", "C", "C", "C", "C", "C", "C", "H", "H", "H", "H", "H", "H", "H", "H", "H", "H", "H", "H", "H", "H", "H", "N", "C", "O", "C", "I", "H", "H", "H", "H"], "positions_angstrom": [[0.478897, -0.370318, -0.592588], [0.926751, -7.192795, -0.808599], [1.175482, -5.541396, -0.389272], [2.138638, -5.187021, 0.554884], [3.088526, -6.401549, 1.320967], [2.338118, -3.844167, 0.887143], [3.520904, -3.346001, 2.034833], [1.570458, -2.869775, 0.277099], [1.658777, -1.565942, 0.528460], [0.600125, -3.226371, -0.653147], [-0.105158, -2.190887, -1.144464], [0.403838, -4.546911, -0.997618], [-0.785466, -4.906561, -2.196459], [-2.272060, -1.916926, 0.654008], [-3.414514, -1.682450, -0.245409], [-3.017656, -1.482885, -1.713502], [-2.289941, -0.214978, -2.065814], [-2.635642, 0.554897, -2.901926], [-1.168772, 0.073995, -1.315858], [-1.754964, -2.730333, 0.347342], [-2.604427, -2.103614, 1.591515], [-3.952749, -0.802972, 0.106649], [-4.115541, -2.520903, -0.224148], [-3.916210, -1.472530, -2.324298], [-2.390625, -2.316288, -2.033184], [1.844383, -2.471460, -3.618539], [2.601408, -1.383019, -2.948151], [2.242597, -0.675078, -1.893703], [3.239971, 0.222431, -1.645217], [4.234637, 0.067348, -2.540762], [3.816155, -0.952471, -3.348651], [5.516992, 0.767912, -2.814549], [5.827452, 1.773359, -2.019044], [6.205232, 0.402180, -3.730176], [2.937500, 1.244018, -0.625801], [3.692933, 2.118272, -0.303410], [1.707130, 1.100018, -0.145765], [0.779312, -2.276538, -3.535133], [2.058489, -3.433249, -3.147728], [2.117582, -2.528881, -4.671433], [4.368064, -1.301141, -4.118905], [5.127500, 1.948945, -1.345860], [-5.427360, 1.745639, 1.329754], [-4.605078, 2.084511, 0.261891], [-3.250461, 1.772068, 0.302482], [-2.696947, 1.118344, 1.407038], [-3.536211, 0.771087, 2.465177], [-4.891284, 1.087882, 2.429430], [-0.788500, 0.739071, 1.509042], [0.021453, 2.527722, 1.702946], [-0.603387, 3.690208, 1.253586], [-0.002270, 4.937466, 1.419037], [1.231415, 5.037179, 2.043387], [1.862816, 3.889115, 2.506734], [1.265420, 2.649738, 2.330919], [-0.392395, -0.133287, 3.211619], [0.073451, -1.442820, 3.313695], [0.417553, -1.985519, 4.547004], [0.296993, -1.221217, 5.699121], [-0.182151, 0.081654, 5.618078], [-0.522550, 0.621174, 4.383747], [-6.483398, 1.988421, 1.302356], [-5.015732, 2.588892, -0.605623], [-2.627414, 2.036439, -0.548579], [-3.134320, 0.243214, 3.324427], [-5.529532, 0.821480, 3.264270], [-1.576902, 3.639875, 0.782320], [-0.503225, 5.829470, 1.059646], [1.703182, 6.005834, 2.167904], [2.828135, 3.960517, 2.994551], [1.773888, 1.762038, 2.689431], [0.179794, -2.049265, 2.424525], [0.789079, -3.002330, 4.604181], [0.578822, -1.637131, 6.659562], [-0.281606, 0.681584, 6.515605], [-0.884047, 1.643977, 4.331205], [-0.428252, 1.948316, -5.189810], [0.012576, 1.636017, -3.954249], [0.406524, 0.515532, -3.659835], [0.081658, 2.772499, -2.948889], [-1.668880, 3.974027, -2.780334], [-0.554467, 1.197690, -5.845801], [-0.896185, 2.819742, -5.365492], [0.878594, 3.453346, -3.237245], [0.287076, 2.381833, -1.962602]], "atomic_forces_ev_per_a": [[-0.6424, -1.3672, -0.3079], [0.0014, 0.0251, -0.0101], [-0.0077, 0.0300, -0.0013], [-0.0016, -0.0118, 0.0010], [-0.0168, 0.0238, -0.0226], [0.2226, -0.1110, 0.1417], [-0.0478, -0.0544, -0.0217], [0.1457, 0.5654, 0.1928], [-0.4895, -0.1043, 0.1709], [-0.2523, 0.5245, -0.3097], [0.2596, -0.4872, 0.0711], [-0.0690, -0.2228, -0.1104], [-0.0108, -0.0466, 0.0441], [-0.1373, 0.1961, -0.1989], [0.2054, 0.0398, 0.1489], [0.2074, -0.1019, 0.1654], [0.3061, -0.2063, 0.8787], [-0.0839, 0.4076, -0.5481], [-0.2689, 0.1455, -0.4357], [0.0237, -0.0877, -0.0037], [-0.0637, 0.0466, 0.0855], [-0.0206, 0.0078, 0.0581], [-0.0800, -0.0321, -0.0655], [-0.0635, -0.0541, -0.0400], [0.0465, -0.0718, -0.0423], [0.0480, 0.0386, 0.0541], [0.0406, -0.1092, 0.0222], [0.0438, 0.2863, -0.0642], [-0.6056, 0.2603, 0.4747], [0.4491, 0.1119, -0.3100], [0.1113, -0.2188, -0.2146], [-0.1525, -0.1432, 0.0552], [0.0165, 0.0557, 0.0173], [0.1055, -0.0290, -0.1159], [-0.8115, -0.7112, -0.0441], [0.6442, 0.5913, 0.1281], [0.5106, 0.5117, -0.0829], [-0.0281, 0.0182, 0.0051], [0.0007, 0.0203, -0.0083], [0.0060, 0.0095, 0.0201], [-0.0246, 0.0006, -0.0228], [-0.0381, 0.0481, 0.0877], [0.0211, -0.0231, -0.0214], [0.0802, -0.0241, 0.0246], [-0.0552, -0.0086, 0.0423], [-0.1872, -0.1324, -0.2845], [-0.0725, 0.0121, -0.0658], [0.0428, -0.0149, -0.0049], [0.7076, 0.4035, 0.3296], [0.0360, 0.0635, 0.0760], [0.1098, 0.0688, 0.0503], [-0.0338, -0.0872, -0.0516], [-0.0030, 0.0245, -0.0128], [0.0004, -0.0731, -0.0260], [-0.0552, 0.0984, -0.0200], [0.0126, -0.0970, 0.1308], [-0.0845, 0.0122, 0.0991], [-0.0206, 0.0260, 0.0078], [-0.0223, 0.0212, -0.0157], [-0.0116, -0.0223, -0.0493], [0.0305, -0.1157, -0.0151], [0.0485, -0.0083, 0.0055], [0.0179, -0.0189, 0.0275], [-0.0887, -0.0067, 0.1247], [-0.0121, 0.0513, -0.0114], [0.0255, -0.0065, -0.0341], [-0.0061, 0.0152, -0.0053], [0.0076, -0.0387, 0.0116], [-0.0382, -0.0549, 0.0083], [-0.0360, -0.0156, -0.0204], [0.0221, -0.0140, 0.0097], [0.0209, 0.0089, -0.0335], [-0.0032, 0.0379, -0.0048], [-0.0254, 0.0128, -0.0375], [0.0016, -0.0278, -0.0383], [0.0524, -0.0325, 0.0015], [0.0800, 0.0088, 0.0579], [-0.2562, -0.0898, 0.0594], [0.1284, 0.2567, -0.0734], [0.0754, -0.0073, -0.1510], [0.0245, 0.0378, -0.0739], [-0.0059, -0.0444, -0.0102], [-0.0464, 0.0309, 0.0349], [0.0371, 0.0423, 0.0132], [0.0027, -0.0637, 0.1043]], "total_charge": 0, "lumo_energy_ev": [-1.85, -1.25], "multiplicity": 2, "gap_ev": [6.2603, 7.0354]}

=====

M? In order: 850.4 1087.9 g/mol.